No. 1
The following is a DFT calculation (wB97M-V/def2-TZVPD) of a single C10H20N4O3 molecule.

Structure (SMILES): CCN1C(=O)N(C)[C@H](N(O)C(=O)NC)C1(C)C
Orbital gap in eV: 9.471
DFT total energy in eV: -22797.8961

Each line ends with the natural charge from an NBO analysis.
Atoms and positions in Å:
C  -4.1456  -1.1062  -0.2322  -0.620
C  -2.8440  -1.0805  -1.0313  -0.206
N  -1.7776  -0.3793  -0.3563  -0.469
C  -1.8255  0.9704  -0.1783  0.792
O  -2.6336  1.7404  -0.6495  -0.664
N  -0.7698  1.3209  0.6374  -0.473
C  -0.4259  2.6851  0.9345  -0.414
C  0.1575  0.2385  0.7680  0.110
N  1.2885  0.4496  -0.1203  -0.200
O  0.9766  0.5689  -1.4942  -0.570
C  2.5452  -0.0241  0.2167  0.767
O  2.8096  -0.3111  1.3678  -0.669
N  3.4193  -0.0682  -0.8105  -0.626
C  4.7877  -0.4778  -0.6332  -0.416
C  -0.7269  -0.9989  0.4398  0.138
C  0.0360  -2.0742  -0.3296  -0.634
C  -1.2799  -1.5758  1.7477  -0.622
H  -4.9215  -1.5994  -0.8120  0.210
H  -4.4596  -0.0870  -0.0245  0.228
H  -4.0231  -1.6350  0.7093  0.199
H  -2.5024  -2.0931  -1.2494  0.199
H  -3.0250  -0.5602  -1.9772  0.216
H  -0.3441  2.8231  2.0146  0.201
H  0.5225  2.9745  0.4727  0.189
H  -1.2285  3.3111  0.5466  0.243
H  0.6029  0.1809  1.7662  0.249
H  0.4690  1.3905  -1.5885  0.485
H  3.0861  0.1487  -1.7360  0.412
H  5.0015  -1.3826  -1.2064  0.192
H  5.4716  0.3139  -0.9459  0.194
H  4.9309  -0.6804  0.4269  0.239
H  0.9535  -2.3114  0.2037  0.227
H  -0.5583  -2.9808  -0.4077  0.213
H  0.2858  -1.7295  -1.3296  0.233
H  -1.8288  -0.8110  2.2921  0.218
H  -0.4611  -1.9326  2.3670  0.220
H  -1.9462  -2.4092  1.5407  0.211

=====

No. 2
The following is a DFT calculation (wB97M-V/def2-TZVPD) of a single HN2O3P molecule.

Structure (SMILES): O=NP[N+](=O)[O-]
Orbital gap (alpha / beta) in eV: 8.205 / 8.214
Energy above the lowest of the compared OMol25 structures with the same formula, charge and spin in kcal per mole: 34.33
DFT total energy in eV: -18421.0462

Each line ends with the natural charge from an NBO analysis.
Atoms and positions in Å:
O  1.3256  2.1792  -0.3789  -0.238
N  0.3925  1.5348  0.0815  -0.169
P  0.5565  -0.0615  0.6515  0.752
N  -1.0285  -0.7612  -0.0134  0.342
O  -2.0141  -0.1181  0.2070  -0.316
O  -0.8641  -1.9439  -0.3250  -0.373
H  1.6321  -0.8293  -0.2227  0.002

=====

No. 3
The following is a DFT calculation (wB97M-V/def2-TZVPD) of 2 unconnected molecules or ions with the total composition C36H51N6S5.

Orbital gap in eV: 5.595
DFT total energy in eV: -101242.5137
Total charge: +1

Each line ends with the Mulliken charge.
Atoms and positions in Å:
C  2.6357  -4.0146  4.5307  -0.805
C  4.1787  -3.3789  4.4642  -0.423
C  4.5565  -2.8712  2.9162  -0.265
C  4.5833  -1.2318  2.8768  -0.558
N  4.6347  -0.6257  1.4915  0.357
C  5.4844  0.6247  1.4269  -0.953
C  5.3592  1.4118  -0.0059  0.034
C  4.7891  2.9460  0.0898  -0.777
C  3.5836  3.1741  1.1777  -0.294
C  2.2253  3.8908  0.5240  -0.035
N  2.2242  5.4044  0.3640  -0.265
C  1.0368  6.0526  1.0838  0.006
N  0.8751  7.3942  1.3994  -0.333
N  0.0854  4.9258  1.4222  0.087
C  -1.1738  4.7908  0.5915  -0.632
C  -2.5037  5.0187  1.5233  -0.518
C  -3.3923  3.6064  1.6102  -0.023
S  -4.9015  3.6819  0.4643  -0.167
C  -5.3660  1.9112  -0.0617  0.046
S  -5.7946  1.6234  -1.7052  -0.067
N  -5.3629  0.8539  1.0202  0.150
C  -6.4210  -0.2072  0.8093  0.257
C  -7.9936  0.3528  0.7063  -0.234
C  -9.3093  -0.6039  0.5039  -0.367
C  -9.0590  -2.2249  0.4064  -0.362
C  -7.5042  -2.8079  0.4837  -0.485
C  -6.1706  -1.8244  0.6988  -0.122
C  -3.9891  0.2757  1.2775  0.204
C  -2.7631  0.1414  0.1966  -0.242
C  -1.2588  -0.4710  0.5943  -0.459
C  -0.9873  -0.9426  2.1655  -0.435
C  -2.1916  -0.8507  3.2779  -0.368
C  -3.6552  -0.2429  2.8299  -0.497
C  0.9448  3.6678  1.5713  -0.248
S  1.4570  3.8250  3.4045  -0.239
C  4.9866  -1.6342  0.4198  -0.306
S  6.5482  -2.1251  -0.0412  -0.122
S  3.5474  -2.4712  -0.5156  -0.159
C  3.4456  -1.8398  -2.2769  -0.289
C  1.9678  -2.3060  -2.9016  -0.389
C  2.2087  -3.4178  -4.1273  -0.671
H  2.5979  -5.0461  5.1045  0.260
H  1.8781  -3.2941  5.0907  0.182
H  2.1741  -4.2080  3.4690  0.241
H  4.8855  -4.2629  4.8081  0.331
H  4.2683  -2.5061  5.2404  0.289
H  5.6392  -3.2856  2.7090  0.233
H  3.7571  -3.3729  2.2235  0.051
H  3.5847  -0.8350  3.3864  0.169
H  5.4887  -0.8675  3.5522  0.272
H  6.6218  0.2878  1.5523  0.470
H  5.2407  1.2734  2.3739  0.528
H  4.7294  0.8491  -0.8258  -0.239
H  6.4610  1.4888  -0.4436  0.288
H  4.3398  3.2116  -0.9837  0.345
H  5.7096  3.6842  0.2258  0.314
H  3.9925  3.9681  1.9653  0.326
H  3.2023  2.2040  1.7110  0.116
H  2.1126  3.4601  -0.5712  0.288
H  3.1601  5.7916  0.6201  0.345
H  0.2073  7.6595  2.1690  0.295
H  1.4273  8.1599  0.9547  0.285
H  -1.1893  5.6117  -0.2624  0.314
H  -1.1372  3.7507  0.0367  0.434
H  -2.1539  5.2366  2.6234  0.274
H  -3.2593  5.8275  1.1138  0.345
H  -3.6566  3.3378  2.7182  0.364
H  -2.6992  2.7575  1.1881  -0.258
H  -8.1868  1.5177  0.7832  0.248
H  -10.3966  -0.1127  0.4644  0.276
H  -10.0128  -2.9273  0.2829  0.281
H  -7.4115  -3.9927  0.3724  0.256
H  -5.0941  -2.2777  0.7801  0.301
H  -2.8999  0.4945  -0.9157  0.253
H  -0.3691  -0.5486  -0.1960  0.383
H  0.0524  -1.3483  2.5234  0.391
H  -2.0871  -1.1615  4.4248  0.287
H  -4.5064  -0.1727  3.6542  0.320
H  0.2895  2.6967  1.4388  0.395
H  1.9528  2.5933  3.8760  0.179
H  4.3412  -2.3280  -2.8813  0.331
H  3.4898  -0.6693  -2.2823  0.090
H  1.4177  -1.3508  -3.3174  0.274
H  1.2930  -2.8551  -2.1167  0.231
H  1.8378  -4.4968  -3.7785  0.190
H  1.5746  -3.1080  -5.0614  0.104
H  3.3355  -3.4569  -4.4736  0.311
N  -0.7213  -3.5563  -6.2977  -0.325
C  -1.4351  -2.8317  -7.1871  -0.214
C  -2.2024  -3.3901  -8.1968  -0.447
C  -2.2388  -4.7762  -8.3058  -0.134
C  -1.5128  -5.5495  -7.4058  -0.594
C  -0.7776  -4.8996  -6.4275  0.001
H  -1.3718  -1.7546  -7.0627  0.343
H  -2.7578  -2.7596  -8.8818  0.346
H  -2.8282  -5.2501  -9.0854  0.362
H  -1.5199  -6.6320  -7.4644  0.346
H  -0.1972  -5.4592  -5.6993  0.325

=====

No. 4
The following is a DFT calculation (wB97M-V/def2-TZVPD) of 5 unconnected molecules or ions with the total composition C8H24FO4.

Orbital gap in eV: 7.318
Energy above the lowest of the compared OMol25 structures with the same formula, charge and spin in kcal per mole: 62.54
DFT total energy in eV: -19592.1052
Total charge: -1

Each line ends with the natural charge from an NBO analysis.
Atoms and positions in Å:
F  -11.3443  7.7829  4.3100  -0.995
C  -12.6039  13.6646  4.6979  -0.623
C  -12.1675  12.2445  5.1281  -0.046
O  -11.4327  11.6207  4.1426  -0.748
H  -11.7870  14.3852  4.6596  0.196
H  -13.3396  13.9982  5.4297  0.198
H  -13.0283  13.6503  3.6940  0.201
H  -13.0671  11.6363  5.2225  0.160
H  -11.6625  12.3435  6.0890  0.147
H  -11.5668  10.6710  4.1854  0.515
C  -5.5958  8.1388  2.6483  -0.631
C  -7.1254  8.0709  2.8807  -0.057
O  -7.3626  7.3649  4.0753  -0.738
H  -5.1378  7.1500  2.6716  0.201
H  -5.0291  8.6384  3.4340  0.204
H  -5.2956  8.5830  1.6993  0.197
H  -7.6925  7.5698  2.0962  0.161
H  -7.5240  9.0849  2.9139  0.159
H  -8.3057  7.4612  4.2267  0.503
C  -10.8949  7.2152  10.4986  -0.624
C  -11.1026  6.9690  8.9908  -0.049
O  -10.9689  8.1571  8.2683  -0.738
H  -9.9271  7.6939  10.6483  0.205
H  -10.8828  6.2462  10.9975  0.198
H  -11.6962  7.8525  10.8727  0.203
H  -12.1110  6.5751  8.8637  0.145
H  -10.4012  6.2486  8.5701  0.155
H  -11.2262  7.9707  7.3625  0.505
C  -13.1559  12.2266  -0.2342  -0.636
C  -14.1717  11.3600  0.5576  -0.054
O  -13.4075  10.3295  1.1023  -0.704
H  -12.3269  12.5917  0.3721  0.203
H  -13.6368  13.1196  -0.6333  0.190
H  -12.7400  11.7432  -1.1182  0.208
H  -14.9737  11.0677  -0.1202  0.165
H  -14.7049  11.8968  1.3422  0.149
H  -12.6647  10.7471  1.5444  0.476

=====

Repeat the fourth record exactly.
The following is a DFT calculation (wB97M-V/def2-TZVPD) of 5 unconnected molecules or ions with the total composition C8H24FO4.

Orbital gap in eV: 7.318
Energy above the lowest of the compared OMol25 structures with the same formula, charge and spin in kcal per mole: 62.54
DFT total energy in eV: -19592.1052
Total charge: -1

Each line ends with the natural charge from an NBO analysis.
Atoms and positions in Å:
F  -11.3443  7.7829  4.3100  -0.995
C  -12.6039  13.6646  4.6979  -0.623
C  -12.1675  12.2445  5.1281  -0.046
O  -11.4327  11.6207  4.1426  -0.748
H  -11.7870  14.3852  4.6596  0.196
H  -13.3396  13.9982  5.4297  0.198
H  -13.0283  13.6503  3.6940  0.201
H  -13.0671  11.6363  5.2225  0.160
H  -11.6625  12.3435  6.0890  0.147
H  -11.5668  10.6710  4.1854  0.515
C  -5.5958  8.1388  2.6483  -0.631
C  -7.1254  8.0709  2.8807  -0.057
O  -7.3626  7.3649  4.0753  -0.738
H  -5.1378  7.1500  2.6716  0.201
H  -5.0291  8.6384  3.4340  0.204
H  -5.2956  8.5830  1.6993  0.197
H  -7.6925  7.5698  2.0962  0.161
H  -7.5240  9.0849  2.9139  0.159
H  -8.3057  7.4612  4.2267  0.503
C  -10.8949  7.2152  10.4986  -0.624
C  -11.1026  6.9690  8.9908  -0.049
O  -10.9689  8.1571  8.2683  -0.738
H  -9.9271  7.6939  10.6483  0.205
H  -10.8828  6.2462  10.9975  0.198
H  -11.6962  7.8525  10.8727  0.203
H  -12.1110  6.5751  8.8637  0.145
H  -10.4012  6.2486  8.5701  0.155
H  -11.2262  7.9707  7.3625  0.505
C  -13.1559  12.2266  -0.2342  -0.636
C  -14.1717  11.3600  0.5576  -0.054
O  -13.4075  10.3295  1.1023  -0.704
H  -12.3269  12.5917  0.3721  0.203
H  -13.6368  13.1196  -0.6333  0.190
H  -12.7400  11.7432  -1.1182  0.208
H  -14.9737  11.0677  -0.1202  0.165
H  -14.7049  11.8968  1.3422  0.149
H  -12.6647  10.7471  1.5444  0.476

=====

Which value of DFT total energy does entry 3 give? -101242.5137 eV